Run one
{"formula": "H4S2", "method": "ωB97M-V with the def2-TZVPD basis set", "e_homo_ev": -9.76, "total_charge": 0, "spin_multiplicity": 1, "smiles": "S.S", "orbital_gap_ev": 10.558, "species": ["S", "H", "H", "S", "H", "H"], "coordinates": [[-1.6697, -0.5484, 2.6387], [-2.6589, -1.4548, 2.5316], [-2.5210, 0.4085, 3.0528], [2.8323, 0.3438, -2.5165], [2.4245, 0.8200, -3.7076], [1.5928, 0.4308, -1.9990]], "lowdin_charge": [0.450, -0.225, -0.225, 0.451, -0.226, -0.225]}

***

Run two
{"formula": "H4S2", "method": "ωB97M-V with the def2-TZVPD basis set", "e_homo_ev": -9.69, "total_charge": 0, "spin_multiplicity": 1, "smiles": "S.S", "orbital_gap_ev": 10.426, "species": ["S", "H", "H", "S", "H", "H"], "coordinates": [[-0.8092, 0.9703, -1.3993], [-1.9569, 0.2672, -1.4169], [-0.0874, -0.1173, -1.0712], [0.8618, 0.0739, 1.7189], [0.6575, -0.0091, 0.3911], [1.3342, -1.1851, 1.7774]], "lowdin_charge": [0.492, -0.198, -0.239, 0.482, -0.325, -0.213]}

***

Result of the stability comparison: run two is the least stable of them.

***

Run one
{"formula": "CH3NOP2S", "method": "ωB97M-V with the def2-TZVPD basis set", "e_homo_ev": -8.49, "total_charge": 0, "spin_multiplicity": 1, "smiles": "PO/P=N/C=S", "orbital_gap_ev": 7.257, "species": ["C", "N", "O", "P", "P", "S", "H", "H", "H"], "coordinates": [[-1.7812, -0.3014, 0.6799], [-0.5270, -0.0298, 0.4299], [1.3966, 1.2808, -0.4530], [-0.0525, 1.5154, 0.0928], [2.2969, -0.1672, -0.8900], [-3.0344, 0.5806, -0.0088], [-1.9183, -1.0727, 1.3736], [1.3688, -1.0773, -1.5554], [2.2511, -0.7283, 0.3310]], "lowdin_charge": [-0.855, -0.338, -0.809, 0.899, 0.815, 0.497, 0.027, -0.089, -0.146]}

***

Run two
{"formula": "CH3NOP2S", "method": "ωB97M-V with the def2-TZVPD basis set", "e_homo_ev": [-8.51, -8.51], "total_charge": 0, "spin_multiplicity": 1, "orbital_gap_ev": [6.877, 6.878], "species": ["C", "N", "O", "P", "P", "S", "H", "H", "H"], "coordinates": [[-0.6468, -0.9128, 0.5287], [0.4619, -1.4915, 0.3391], [0.1523, 1.6745, 0.7118], [-1.0873, 0.8313, 0.7633], [1.7433, 0.9047, -0.9735], [2.0003, -0.8081, 0.0301], [-1.3423, -1.7212, 0.5850], [-1.6903, 0.8249, -0.5522], [0.4089, 0.6982, -1.4323]], "lowdin_charge": [-0.494, -0.432, -0.687, 0.642, 0.616, 0.492, 0.059, -0.051, -0.145]}

***

Run three
{"formula": "CH3NOP2S", "method": "ωB97M-V with the def2-TZVPD basis set", "e_homo_ev": -8.50, "total_charge": 0, "spin_multiplicity": 1, "smiles": "PO/P=N\\C=S", "orbital_gap_ev": 7.676, "species": ["C", "N", "O", "P", "P", "S", "H", "H", "H"], "coordinates": [[0.8949, -1.7996, 0.2320], [0.3183, -1.2332, 1.3847], [-0.3398, 0.4474, -0.2342], [-0.5519, 0.0522, 1.3919], [-0.3496, 2.0469, -0.8647], [2.0482, -1.0269, -0.6500], [0.5162, -2.7610, -0.1419], [-1.0473, 2.5521, 0.2701], [-1.4891, 1.7220, -1.3879]], "lowdin_charge": [-0.782, -0.359, -0.931, 0.888, 0.811, 0.603, 0.050, -0.122, -0.159]}

***

Result of the stability comparison: run two is the least stable of them.

***

Run one
{"formula": "C4H11NO5", "method": "ωB97M-V with the def2-TZVPD basis set", "e_homo_ev": -1.18, "total_charge": -2, "spin_multiplicity": 1, "orbital_gap_ev": 7.413, "species": ["C", "C", "C", "O", "N", "C", "O", "O", "H", "H", "H", "H", "H", "H", "H", "H", "H", "O", "H", "H", "O"], "coordinates": [[-0.2625, -0.1382, 0.1186], [-1.4321, 0.2378, 1.0071], [-2.1840, 1.4801, 0.3949], [-2.6557, 2.3275, 1.3871], [0.4929, -1.3247, 0.5845], [1.7180, -1.6233, -0.0085], [2.1715, -2.7973, 0.0854], [2.3356, -0.6671, -0.5732], [0.4831, 0.6497, 0.0872], [-0.5837, -0.2637, -0.9258], [-1.0440, 0.5682, 1.9748], [-2.1183, -0.6040, 1.1599], [-1.4508, 1.9088, -0.3012], [-3.0578, 1.1225, -0.1991], [-0.0893, -2.1032, 0.7994], [-2.9232, 3.4987, 0.6588], [-2.0073, 4.7944, 0.7548], [-2.8232, 4.5360, 0.2777], [2.4918, -3.0425, -1.7596], [3.6109, -2.3219, -2.4036], [2.9425, -2.9831, -2.6502]], "lowdin_charge": [-0.246, -0.200, -0.431, -0.340, 0.029, -0.800, -0.123, -0.098, 0.102, 0.114, 0.096, 0.088, 0.087, 0.088, 0.093, -0.025, -0.022, -0.281, -0.001, 0.014, -0.145]}

***

Run two
{"formula": "C4H11NO5", "method": "ωB97M-V with the def2-TZVPD basis set", "e_homo_ev": -0.90, "total_charge": -2, "spin_multiplicity": 1, "orbital_gap_ev": 7.490, "species": ["C", "O", "C", "C", "C", "O", "O", "N", "H", "H", "H", "H", "H", "H", "H", "H", "H", "O", "H", "H", "O"], "coordinates": [[1.0113, -0.3947, 1.2154], [1.8605, -0.6445, 0.1255], [-0.4905, -0.2941, 0.9461], [-0.8644, 0.7255, -0.1235], [-2.2049, 1.4540, 0.1433], [-3.2010, 0.7378, 0.4321], [-2.2176, 2.7035, -0.0114], [-1.2276, -1.5576, 0.8073], [1.3539, 0.5250, 1.7316], [1.1671, -1.1816, 1.9744], [-0.8990, 0.1276, 1.8695], [-0.1669, 1.5604, -0.2808], [-0.8551, 0.3716, -1.1647], [-2.1540, -1.2771, 0.4940], [-0.8026, -2.1616, 0.1126], [2.2724, 0.8170, -0.4582], [1.6623, 1.8162, -1.4807], [2.5074, 1.4810, -1.1819], [1.2812, -0.9839, -2.0507], [0.9899, -1.9161, -1.0560], [0.9776, -1.9084, -2.0440]], "lowdin_charge": [-0.384, -0.366, -0.406, -0.115, -0.743, -0.117, -0.123, 0.029, 0.090, 0.077, 0.121, 0.088, 0.111, 0.041, 0.040, -0.025, -0.015, -0.155, 0.007, -0.005, -0.150]}

***

Result of the stability comparison: run two is the least stable of them.

***

Run one
{"formula": "C2H2FP", "method": "ωB97M-V with the def2-TZVPD basis set", "e_homo_ev": -9.48, "total_charge": 0, "spin_multiplicity": 1, "smiles": "F[C@H]1C=P1", "orbital_gap_ev": 9.131, "species": ["C", "C", "F", "P", "H", "H"], "coordinates": [[-0.0160, 0.5121, 0.7702], [0.1753, -0.3027, -0.5241], [0.0511, 0.2081, -1.8506], [-1.2930, -0.6163, 0.8225], [0.2343, 1.3343, 1.3815], [0.8483, -1.1354, -0.5995]], "lowdin_charge": [-0.408, -0.464, -0.105, 0.906, 0.007, 0.063]}

***

Run two
{"formula": "C2H2FP", "method": "ωB97M-V with the def2-TZVPD basis set", "e_homo_ev": -9.48, "total_charge": 0, "spin_multiplicity": 1, "smiles": "FC#CP", "orbital_gap_ev": 10.279, "species": ["C", "C", "F", "P", "H", "H"], "coordinates": [[-1.5601, -0.0390, -0.0011], [-0.3665, 0.0990, -0.0028], [-2.8115, -0.3387, 0.0018], [1.3011, 0.6766, 0.0012], [1.7208, -0.1971, -1.0092], [1.7162, -0.2008, 1.0102]], "lowdin_charge": [-0.207, -0.419, 0.117, 0.745, -0.118, -0.118]}

***

Result of the stability comparison: run two is the least stable of them.